No. 1
The following is a DFT calculation (ωB97M-V with the def2-TZVPD basis set) of a molecular structure, C31H61F3Fe2N6O21S5 in a non-equilibrium geometry.

Last column: Löwdin spin population.
Cartesian coordinates (Å):
H 1.738 -2.996 0.184  0.000
H 0.433 -0.923 -4.642  0.000
H -5.269 4.032 2.224  0.000
N -3.333 2.658 -0.392  0.060
C -1.284 0.799 6.989  0.000
O -3.072 1.053 2.612  0.143
O 0.144 -4.282 -2.231  0.105
H -2.278 -3.071 2.054  0.000
H -1.317 2.918 -4.576  0.000
C 2.361 2.186 -2.866  0.000
H 2.481 1.615 -4.900  0.000
H 1.749 -4.567 -0.628  0.000
Fe -1.081 -3.493 -0.897  4.217
O -3.897 -1.163 3.061  0.014
H 2.549 3.249 -3.023  0.000
H -1.208 1.322 7.932  0.000
C -0.205 -5.769 0.901  0.004
C -0.077 0.375 -6.247  0.000
H 4.592 -2.182 2.723  0.000
H 2.824 3.755 -0.704  0.000
H -1.051 2.197 -7.073  0.000
C 3.161 -1.911 4.388  0.000
H 0.115 -2.538 1.867  0.001
O -1.258 0.531 -0.649  0.110
F -1.350 5.187 2.532  0.000
O -2.250 -5.013 -0.885  0.152
H -0.640 -0.290 3.991  0.000
S -0.261 -0.362 -0.003  0.029
H -5.039 2.095 0.501  0.000
O -3.815 -0.007 0.875  0.165
H -1.544 3.268 -2.514  0.000
C 2.008 -1.170 4.494  0.000
H 5.350 4.153 -0.945  0.000
H 2.861 -3.911 2.038  0.000
C -4.434 2.680 -2.740  0.002
H 7.566 1.237 -1.432  0.000
H -5.303 3.588 -0.410  0.002
H 1.269 2.182 -2.844  0.000
H -1.884 -4.502 3.002  0.000
H -5.509 2.770 -2.593  0.000
C 2.781 1.212 -3.930  0.000
C -1.077 0.031 4.922  0.000
F 0.531 5.203 3.570  0.001
N 0.044 -0.029 -4.935  0.000
O 1.051 2.286 2.742  0.003
H -1.280 -5.934 0.952  0.000
C 1.509 -4.053 0.301  0.003
C 4.865 0.072 -4.444  0.000
C -0.773 1.575 -6.236  0.000
H 1.249 -6.818 -0.327  0.000
O -0.873 -4.536 -4.437  0.019
C 2.589 -4.616 1.252  0.002
H 2.372 0.219 -3.732  0.000
H 2.294 -5.551 1.730  0.000
H 4.273 -0.842 -4.551  0.000
C -1.275 3.598 -1.511  0.000
H 2.060 1.459 -1.005  0.000
H -3.530 3.679 2.093  0.000
H 3.591 -2.455 5.216  0.000
S -0.373 -3.617 -3.434  0.017
H -4.362 1.149 -1.222  0.000
O 0.945 3.915 0.888  0.005
O -2.857 -3.045 -0.221  0.138
C -1.473 -3.588 2.571  -0.001
H 0.266 -0.284 -7.028  0.000
O -4.182 -4.795 0.679  0.020
N 2.860 1.855 -1.493  0.000
H 4.749 3.303 -2.390  0.000
S -4.152 0.055 2.341  0.015
H 0.179 -6.126 1.861  0.002
C -0.879 1.987 -4.899  0.000
O -0.420 -1.733 -0.475  0.067
H 5.256 0.393 -5.412  0.000
C -0.443 0.927 -4.112  0.000
C -3.693 1.897 -1.650  0.002
H 1.105 0.031 2.937  0.000
H 0.635 -3.959 2.673  0.002
H -2.837 1.386 -2.079  0.000
Fe -2.276 1.073 0.848  4.246
H 5.670 -0.304 -3.807  0.000
C 2.828 -0.967 2.411  0.000
C -2.462 0.186 6.606  0.000
C 0.164 -6.697 -0.272  0.000
O -5.462 0.582 2.583  0.021
H 6.885 2.133 -2.765  0.000
H -0.459 0.865 -3.034  0.001
H -0.802 4.575 -1.629  0.000
H -3.052 -0.739 4.757  0.000
H -0.275 -6.425 -1.226  0.000
O 1.057 0.241 -0.158  0.019
H 3.627 2.665 0.374  0.000
C 6.907 2.069 -1.674  0.000
O 4.199 1.152 -3.856  0.000
H -0.632 2.900 -0.986  0.000
H -2.350 4.416 0.203  0.000
H -1.334 -2.938 3.444  0.000
H -3.884 3.598 -2.960  0.000
N 1.831 -0.598 3.255  0.000
H 0.484 1.349 5.759  0.000
O 5.642 2.037 -1.032  0.000
S -3.529 -4.325 -0.521  0.013
H -4.363 2.184 -3.712  0.000
H 2.849 -0.470 1.454  0.000
H 3.503 -4.792 0.682  0.000
H -3.374 -0.016 7.146  0.000
O -0.903 2.415 1.297  0.052
O 0.513 -2.651 -4.037  0.012
C 3.666 -1.785 3.111  0.000
C -0.455 0.828 5.857  0.000
C -0.086 -3.608 1.929  0.005
H 7.416 2.975 -1.327  0.000
C -2.533 3.827 -0.696  0.004
H -3.163 4.519 -1.277  0.002
F -1.055 3.839 4.189  0.000
H -0.251 -7.671 -0.002  0.000
C -4.433 3.931 1.538  -0.001
C -0.466 4.396 3.155  0.002
H 1.379 -0.885 5.319  0.000
O -4.385 -4.379 -1.685  0.016
C 3.538 2.931 -0.677  0.000
C 4.904 3.228 -1.310  0.000
N -2.330 -0.303 5.321  0.000
S 0.242 3.141 1.889  0.009
O -1.455 -3.007 -2.655  0.139
O -0.852 -0.156 1.348  0.100
C -4.613 3.070 0.259  0.003
N 0.108 -4.351 0.656  0.059
H 3.533 1.089 -1.533  0.000
H -4.279 4.907 1.065  0.000

Frontier orbital gap (spin up / spin down)   6.466 / 6.491 eV
LUMO energy (spin up / spin down)   2.974 / 2.974 eV
Largest force on an atom   5.53 eV Å⁻¹
2S+1   11
Total charge   -2
HOMO energy (spin up / spin down)   -3.5 / -3.5 eV

=====

No. 2
The following is a DFT calculation (ωB97M-V with the def2-TZVPD basis set) of C5H8O in the gas phase.

Last column: Löwdin charge in e.
Cartesian coordinates (Å):
H -1.617 -1.570 1.905  0.039
H 1.832 0.170 -0.399  0.110
C -0.121 -0.151 -1.226  -0.277
O 0.160 -1.390 -1.861  -0.072
H -0.033 2.064 0.389  0.111
C -1.165 -0.610 1.907  0.095
H 1.146 1.495 1.586  0.109
C 0.343 1.179 0.915  -0.196
C -0.695 0.480 1.689  -0.146
H -0.396 -1.440 -2.649  0.086
H -1.183 -0.095 -0.937  0.116
H 0.063 0.682 -1.923  0.117
H 0.847 -0.845 0.627  0.101
C 0.821 0.030 -0.021  -0.192

Frontier orbital gap   10.816 eV
LUMO energy   0.956 eV
Largest force on an atom   0.90 eV Å⁻¹
Energy relative to the best compared isomer or geometry (same formula, charge and spin)   67.7 kcal per mole
HOMO energy   -9.9 eV

=====

No. 3
The following is a DFT calculation (ωB97M-V with the def2-TZVPD basis set) of a molecular structure, C33H28ClFGdN4O10 in a non-equilibrium geometry.

Last column: Löwdin spin population.
Cartesian coordinates (Å):
O 0.395 0.145 -2.384  -0.036
H -1.795 4.883 2.003  0.000
C -3.901 -0.850 -2.143  0.000
H -2.562 -1.538 1.391  0.000
C 2.532 -5.611 -3.434  0.000
C 1.675 -1.425 2.695  0.000
C 3.811 -3.124 5.150  0.000
C 2.125 -2.050 3.810  0.000
C -2.985 -1.821 -1.750  0.000
F 5.751 -4.077 -0.856  0.000
C -1.879 -4.066 -2.121  0.000
H 3.909 -2.230 -0.617  0.000
H 5.219 -4.511 5.986  0.000
C 4.174 -1.819 5.870  0.000
O 2.196 -0.742 0.475  -0.005
C 4.946 -4.987 3.880  0.000
H -1.591 -3.991 -1.075  0.000
H -2.717 3.467 1.404  0.000
H -0.989 -3.920 -2.733  0.000
C -2.611 0.497 0.612  0.000
N -0.777 3.072 2.067  -0.002
O -1.815 0.977 -0.245  -0.026
O 0.016 -0.186 3.835  0.001
O -2.200 -1.643 -0.620  0.000
C 2.437 -1.457 1.474  0.001
H -3.935 0.098 -1.626  0.000
C 0.674 -0.796 -3.200  0.000
C -1.736 3.953 1.428  0.000
C 1.041 -3.438 -0.632  0.000
H 6.075 -5.348 1.351  0.000
H 3.039 -3.661 5.718  0.000
C 1.634 -4.495 -1.292  0.000
C -4.685 -2.273 -3.889  0.000
C 4.760 -4.209 2.610  0.000
H 4.868 -1.251 5.252  0.000
N 0.785 1.853 0.633  -0.010
C 3.859 -3.133 2.655  0.000
C -1.062 2.719 3.443  0.000
N 0.719 -2.288 -1.236  -0.014
C 4.170 -2.767 0.281  0.000
O -3.208 1.114 1.485  -0.003
O 0.690 -0.726 -4.417  -0.002
H 5.927 -3.355 4.851  0.000
O -0.358 -0.762 1.709  -0.005
C 1.936 -4.370 -2.644  0.001
H -3.983 -1.189 0.379  0.000
C 1.031 -2.148 -2.538  0.001
H 1.858 -5.416 -0.779  0.000
C -3.752 -3.231 -3.538  0.000
H -5.449 -0.306 -3.515  0.000
H -2.259 -5.064 -2.323  0.000
C -2.894 -3.024 -2.466  0.000
H -1.416 4.167 0.410  0.000
H -3.691 -4.151 -4.102  0.000
C 5.385 -4.522 1.421  0.000
C 5.063 -3.996 5.035  0.000
Gd 0.020 -0.192 -0.337  7.099
H 4.079 -5.636 4.036  0.000
O 3.182 -5.322 -4.432  0.000
H 0.796 -3.504 0.427  0.000
C 1.640 -3.163 -3.266  -0.001
H 5.826 -5.626 3.826  0.000
H 1.548 -1.973 4.722  0.000
Cl -5.773 -2.579 -5.197  0.000
C -0.008 2.358 1.320  -0.001
C -2.904 -1.038 0.477  0.001
C 0.337 -0.702 2.769  0.002
H -0.455 1.875 3.764  0.000
N 3.245 -2.808 3.844  0.000
H 3.300 -1.203 6.061  0.000
H -0.869 3.586 4.081  0.000
C 5.098 -3.779 0.276  0.000
O 2.236 -6.693 -2.923  0.000
H -2.110 2.429 3.529  0.000
C -4.750 -1.068 -3.212  0.000
H 4.656 -2.037 6.820  0.000
C 3.517 -2.442 1.476  0.000
H 1.869 -3.002 -4.309  0.000

Frontier orbital gap (spin up / spin down)   6.827 / 6.828 eV
LUMO energy (spin up / spin down)   1.473 / 1.475 eV
Largest force on an atom   1.97 eV Å⁻¹
2S+1   8
Energy relative to the best compared isomer or geometry (same formula, charge and spin)   0.0 kcal per mole
Total charge   -1
HOMO energy (spin up / spin down)   -5.4 / -5.4 eV

=====

Repeat the second record exactly.
The following is a DFT calculation (ωB97M-V with the def2-TZVPD basis set) of C5H8O in the gas phase.

Last column: Löwdin charge in e.
Cartesian coordinates (Å):
H -1.617 -1.570 1.905  0.039
H 1.832 0.170 -0.399  0.110
C -0.121 -0.151 -1.226  -0.277
O 0.160 -1.390 -1.861  -0.072
H -0.033 2.064 0.389  0.111
C -1.165 -0.610 1.907  0.095
H 1.146 1.495 1.586  0.109
C 0.343 1.179 0.915  -0.196
C -0.695 0.480 1.689  -0.146
H -0.396 -1.440 -2.649  0.086
H -1.183 -0.095 -0.937  0.116
H 0.063 0.682 -1.923  0.117
H 0.847 -0.845 0.627  0.101
C 0.821 0.030 -0.021  -0.192

Frontier orbital gap   10.816 eV
LUMO energy   0.956 eV
Largest force on an atom   0.90 eV Å⁻¹
Energy relative to the best compared isomer or geometry (same formula, charge and spin)   67.7 kcal per mole
HOMO energy   -9.9 eV